# C12H16ClN9Rh

A structure of composition C12H16ClN9Rh (wB97M-V/def2-TZVPD, the OMol25 dataset).

Calculated values
DFT total energy ... -41648.24753 eV
Charge ... -1
Largest force on an atom ... 0.4 eV/Å
HOMO ... -4.9269 eV
E_LUMO ... 2.88 eV
HOMO-LUMO gap ... 7.80 eV

Geometry as XYZ:
```
39
Properties=species:S:1:pos:R:3:mulliken_charge:R:1
Rh 0.209 0.295 -0.021 0.093
C 0.640 1.499 1.725 1.427
C 1.808 1.358 0.904 0.799
C 1.510 1.979 -0.363 0.880
C 0.170 2.432 -0.350 0.516
C -0.388 2.110 0.946 0.492
C -1.767 2.405 1.440 -1.952
C -0.501 3.157 -1.473 -1.985
C 2.438 2.118 -1.522 -1.644
C 3.115 0.735 1.277 -2.042
C 0.456 1.057 3.139 -1.751
H -1.758 3.232 2.155 0.319
H -2.195 1.534 1.936 0.328
H -2.430 2.667 0.617 0.429
H 0.049 4.072 -1.705 0.381
H -1.523 3.423 -1.215 0.365
H -0.560 2.534 -2.363 0.421
H 3.017 3.042 -1.432 0.345
H 1.879 2.145 -2.456 0.380
H 3.121 1.273 -1.570 0.375
H 3.896 1.493 1.384 0.342
H 3.418 0.028 0.504 0.356
H 3.030 0.179 2.208 0.369
H 0.319 1.940 3.769 0.396
H 1.310 0.491 3.500 0.388
H -0.421 0.421 3.245 0.326
N -2.425 -1.899 0.497 -0.120
C -2.532 -1.026 -0.554 0.534
N -3.617 -0.922 -1.305 -0.561
N -3.321 0.063 -2.175 -0.711
N -2.137 0.516 -1.971 -0.442
N -1.592 -0.166 -0.939 0.738
C -1.279 -2.108 1.220 0.463
N -1.145 -3.049 2.139 -0.568
N 0.099 -2.858 2.625 -0.724
N 0.683 -1.885 2.027 -0.539
N -0.179 -1.372 1.118 0.786
H -3.184 -2.541 0.639 0.219
Cl 1.489 -1.096 -1.489 -0.429
```



# C2HBiO3

A structure of composition C2HBiO3 in a non-equilibrium geometry (wB97M-V/def2-TZVPD, the OMol25 dataset).

Calculated values
DFT total energy ... -14047.57108 eV
Charge ... +2
Largest force on an atom ... 7.1 eV/Å
HOMO ... -21.9076 eV
E_LUMO ... -13.81 eV
HOMO-LUMO gap ... 8.10 eV

Geometry as XYZ:
```
7
Properties=species:S:1:pos:R:3:mulliken_charge:R:1
H -2.232 0.603 0.464 0.442
O -0.754 1.812 -0.217 -0.262
O 2.154 -1.317 -0.115 -0.281
O -0.292 -0.525 0.246 -0.357
C -1.229 0.662 -0.001 0.330
C 1.472 -1.990 0.506 0.418
Bi 0.881 0.754 -0.884 1.711
```



# C5H5N3O

The molecule C5H5N3O in a non-equilibrium geometry (wB97M-V/def2-TZVPD, the OMol25 dataset).

Calculated values
DFT total energy ... -11777.19490 eV
Largest force on an atom ... 5.5 eV/Å
HOMO ... -8.4342 eV
Structure (SMILES) ... O/C=C1/N=NC2=C1NC2
E_LUMO ... -0.66 eV
HOMO-LUMO gap ... 7.77 eV

Geometry as XYZ:
```
14
Properties=species:S:1:pos:R:3:mulliken_charge:R:1
O 0.519 2.920 0.503 -0.400
C -0.413 2.055 -0.005 0.080
C -0.140 0.714 -0.365 0.136
N -1.433 0.139 -0.948 -0.330
N -1.236 -1.145 -0.925 -0.472
C -0.076 -1.450 -0.456 0.215
C 0.721 -0.360 -0.141 0.066
N 1.264 -1.040 1.084 -0.393
C 0.551 -2.357 0.656 -0.326
H 0.037 3.758 0.451 0.370
H -1.552 2.529 0.056 0.278
H 2.387 -0.968 1.366 0.268
H 1.123 -3.250 0.056 0.230
H -0.171 -2.716 1.426 0.278
```



# C46H44IN3NdO2SSeSi

A structure of composition C46H44IN3NdO2SSeSi in a non-equilibrium geometry (wB97M-V/def2-TZVPD, the OMol25 dataset).

Calculated values
DFT total energy ... -164423.44362 eV
Spin multiplicity ... 4
Charge ... -1
Largest force on an atom ... 2.8 eV/Å
HOMO (alpha / beta) ... -3.8859 / -3.8884 eV
E_LUMO (alpha / beta) ... 2.26 / 2.26 eV
HOMO-LUMO gap (alpha / beta) ... 6.14 / 6.15 eV
<S²> ... 3.753

Geometry as XYZ:
```
100
Properties=species:S:1:pos:R:3:mulliken_charge:R:1
Nd 13.812 4.632 15.105 -0.174
O 14.104 5.853 17.034 0.508
C 14.631 7.083 17.393 1.658
C 14.852 7.921 16.126 -0.925
C 15.888 7.294 15.179 0.350
C 17.055 8.047 14.902 -0.749
C 18.032 7.553 13.946 -0.993
C 17.805 6.302 13.413 -0.928
C 16.764 5.484 13.947 0.309
C 16.754 4.018 13.626 -2.194
C 16.796 3.142 14.860 1.877
O 15.649 3.420 15.573 0.357
C 18.152 3.285 15.741 0.025
C 18.091 2.981 17.104 -0.279
C 19.154 3.264 17.948 -0.402
C 20.277 3.885 17.408 -0.548
C 20.387 4.069 16.028 -1.085
C 19.316 3.715 15.204 0.359
C 16.836 1.630 14.406 -0.011
C 17.539 1.132 13.336 0.012
C 17.550 -0.261 12.984 -0.998
C 16.841 -1.153 13.721 -0.529
C 16.153 -0.719 14.836 -0.824
C 16.203 0.603 15.223 -0.142
N 15.822 6.036 14.706 0.688
C 15.977 6.859 18.151 -0.003
C 16.397 5.538 18.524 0.232
C 17.161 5.358 19.665 -0.614
C 17.769 6.445 20.288 -0.698
C 17.519 7.778 19.795 -0.622
C 16.643 7.951 18.740 -0.308
C 13.669 7.765 18.373 -0.121
C 13.044 6.933 19.371 -0.260
C 12.077 7.458 20.209 -0.805
C 11.614 8.788 20.061 -0.571
C 12.219 9.605 19.098 -0.934
C 13.332 9.105 18.412 -0.008
H 15.326 8.900 16.393 0.560
H 13.934 8.134 15.523 0.200
H 17.192 8.931 15.496 0.449
H 18.987 8.035 13.791 0.381
H 18.455 5.920 12.614 0.433
H 17.596 3.767 12.981 1.097
H 15.901 3.673 13.063 0.196
H 17.216 2.504 17.438 0.337
H 19.109 2.942 19.011 0.307
H 21.067 4.109 18.121 0.393
H 21.326 4.501 15.614 0.350
H 19.361 3.957 14.124 0.274
H 18.257 1.734 12.774 0.273
H 18.104 -0.529 12.060 0.336
H 16.740 -2.188 13.478 0.412
H 15.724 -1.462 15.488 0.413
H 15.751 0.987 16.130 0.099
H 16.122 4.680 17.869 -0.073
H 17.305 4.358 20.070 0.455
H 18.484 6.261 21.082 0.358
H 18.072 8.650 20.122 0.428
H 16.431 9.032 18.535 0.180
H 13.214 5.875 19.334 0.204
H 11.568 6.800 20.936 0.326
H 10.729 9.145 20.526 0.392
H 11.820 10.576 18.864 0.407
H 13.906 9.770 17.773 0.294
S 13.627 2.591 13.123 -0.529
C 13.034 3.916 12.197 0.599
C 12.728 3.742 10.841 -0.740
C 12.242 4.829 10.096 -0.205
C 12.308 6.120 10.657 -0.744
C 12.656 6.238 12.022 -0.484
N 13.010 5.184 12.748 0.405
H 12.887 2.780 10.351 0.394
H 11.862 4.600 9.089 0.351
H 12.056 7.056 10.112 0.341
H 12.530 7.141 12.629 0.430
C 7.951 7.914 14.705 -1.146
Si 8.730 6.238 14.399 0.461
C 8.843 5.892 12.594 -0.753
C 7.885 4.711 15.268 -0.808
Se 10.799 6.440 15.377 -0.623
H 8.715 8.560 15.226 0.239
H 7.066 7.800 15.301 0.335
H 7.742 8.395 13.768 0.329
H 7.818 5.882 12.125 0.346
H 9.403 4.955 12.356 0.135
H 9.447 6.747 12.156 0.122
H 6.909 4.501 14.886 0.391
H 7.828 5.080 16.314 0.200
H 8.590 3.906 15.114 0.017
I 10.919 1.339 14.799 0.037
C 11.773 1.801 16.699 -0.315
C 11.870 0.795 17.661 -0.426
C 12.594 1.073 18.861 -0.522
C 13.151 2.313 18.980 -0.820
C 12.953 3.306 18.014 0.042
N 12.367 3.013 16.827 0.153
H 11.417 -0.168 17.496 0.457
H 12.608 0.392 19.698 0.436
H 13.828 2.426 19.786 0.499
H 13.318 4.300 18.243 0.267
```



# C8H13NS

A cluster of 2 separate species, C8H13NS in total in a non-equilibrium geometry (wB97M-V/def2-TZVPD, the OMol25 dataset).

Calculated values
DFT total energy ... -20828.13141 eV
Largest force on an atom ... 4.0 eV/Å
HOMO ... -9.0870 eV
Structure (SMILES) ... CC(C)(C)S.N#CC1=CC1
E_LUMO ... 0.08 eV
HOMO-LUMO gap ... 9.17 eV

Geometry as XYZ:
```
23
Properties=species:S:1:pos:R:3:mulliken_charge:R:1
C -2.938 -0.078 -0.227 -1.404
C -1.496 0.016 -0.763 1.416
C -1.356 1.232 -1.745 -1.673
C -1.029 -1.090 -1.636 -1.550
S -0.432 0.452 0.632 -0.263
H -3.401 0.884 -0.194 0.355
H -3.587 -0.552 -0.995 0.357
H -3.095 -0.675 0.723 0.332
H -1.705 2.190 -1.307 0.391
H -1.975 1.235 -2.731 0.342
H -0.281 1.369 -2.084 0.396
H -1.009 -2.095 -1.212 0.373
H -1.564 -1.251 -2.641 0.307
H -0.013 -0.976 -1.858 0.453
H 0.435 1.378 0.071 0.150
N 3.387 -1.190 -0.759 -0.461
C 3.181 -0.679 0.250 0.426
C 2.961 -0.137 1.508 0.134
C 3.076 0.777 2.483 -0.373
C 2.537 -0.566 2.945 -0.515
H 3.606 1.675 2.741 0.360
H 3.154 -1.213 3.538 0.232
H 1.545 -0.706 3.262 0.215
```



# C23H42FN8PS2SiTeTi

A structure of composition C23H42FN8PS2SiTeTi (wB97M-V/def2-TZVPD, the OMol25 dataset).

Calculated values
DFT total energy ... -108418.48721 eV
Spin multiplicity ... 3
Largest force on an atom ... 0.7 eV/Å
HOMO (alpha / beta) ... -5.9523 / -6.9509 eV
E_LUMO (alpha / beta) ... -0.10 / -0.11 eV
HOMO-LUMO gap (alpha / beta) ... 5.85 / 6.85 eV
<S²> ... 2.004

Geometry as XYZ:
```
80
Properties=species:S:1:pos:R:3:mulliken_charge:R:1
Ti -0.840 -0.108 -0.851 0.794
N -1.959 1.570 0.595 -0.408
C -2.091 2.942 0.075 -0.650
C -1.627 3.032 -1.376 -0.594
N -0.483 2.139 -1.572 -0.189
H -2.702 1.358 1.248 0.117
H -1.091 1.507 1.134 -0.093
H -1.515 3.639 0.690 0.276
H -3.136 3.250 0.132 0.428
H -1.394 4.075 -1.612 0.470
H -2.422 2.712 -2.050 0.222
H 0.301 2.430 -0.992 -0.011
H -0.158 2.154 -2.532 0.246
C -1.495 -4.336 -3.300 -1.441
Si -1.239 -3.302 -1.732 0.142
C -2.994 -2.841 -1.225 -0.900
C -0.520 -4.405 -0.385 -0.843
N -0.291 -1.872 -1.945 0.748
C 0.932 -1.881 -2.570 0.681
C 1.472 -2.936 -3.338 -0.527
C 2.693 -2.843 -3.987 -0.994
C 3.471 -1.698 -3.906 -0.604
C 3.002 -0.642 -3.136 -1.039
C 1.787 -0.771 -2.512 0.182
F 1.369 0.294 -1.727 0.357
H -2.496 -4.777 -3.277 0.410
H -0.784 -5.158 -3.394 0.430
H -1.421 -3.727 -4.203 0.360
H -3.507 -3.780 -0.995 0.513
H -3.533 -2.365 -2.045 0.245
H -3.068 -2.207 -0.337 -0.026
H -1.313 -4.883 0.197 0.316
H 0.106 -5.200 -0.796 0.367
H 0.106 -3.828 0.301 0.072
H 0.921 -3.861 -3.412 0.296
H 3.043 -3.692 -4.561 0.410
H 4.427 -1.630 -4.407 0.387
H 3.570 0.269 -2.997 0.435
C -4.166 -1.139 3.334 -1.158
Te -2.174 -1.276 2.569 0.389
C -1.883 -3.296 3.150 -1.056
H -4.847 -1.758 2.755 0.371
H -4.484 -0.099 3.275 0.311
H -4.183 -1.446 4.377 0.317
H -2.058 -3.388 4.218 0.377
H -0.849 -3.548 2.924 0.281
H -2.549 -3.946 2.589 0.332
C 4.041 4.043 2.136 -0.889
N 4.251 2.641 1.784 0.130
C 4.261 1.850 3.015 -0.969
N 3.065 2.020 3.835 0.104
C 2.899 3.439 4.126 -0.925
N 2.843 4.293 2.939 0.098
C 1.633 4.007 2.160 -1.486
P 1.508 2.256 1.544 1.372
C 3.229 2.154 0.856 -1.148
C 1.892 1.449 3.173 -1.007
H 3.984 4.637 1.221 0.396
H 4.907 4.377 2.712 0.300
H 5.123 2.167 3.607 0.280
H 4.373 0.794 2.762 0.430
H 3.749 3.762 4.732 0.313
H 1.985 3.581 4.707 0.400
H 1.593 4.693 1.307 0.398
H 0.756 4.224 2.780 0.443
H 3.286 2.712 -0.083 0.417
H 3.438 1.107 0.619 0.410
H 2.071 0.386 3.003 0.191
H 1.019 1.524 3.828 0.402
S -3.648 0.677 -4.464 -0.167
C -4.622 0.688 -3.061 -0.207
C -3.871 0.374 -1.975 -1.268
N -2.547 0.132 -2.242 1.173
C -2.295 0.268 -3.515 -0.515
H -5.675 0.910 -3.094 0.461
H -4.221 0.283 -0.958 0.391
H -1.332 0.037 -3.949 0.276
S 2.541 -2.191 1.991 -0.424
C 1.347 -1.332 1.293 0.143
N 0.484 -0.693 0.820 -0.270
```